# 1
Molecular formula: C4H14N3
Method: DFT, ωB97M-V/def2-TZVPD

```
21
Properties=species:S:1:pos:R:3:forces:R:3
C -1.26829 -0.21089 -0.01901 0.3 1.0 0.0
C -1.44300 0.15653 1.39979 0.7 -0.6 2.4
C -0.47131 0.17643 2.33736 -0.6 0.4 -0.6
N -0.81666 0.67134 3.72571 -0.4 -0.7 0.4
H -0.21583 -0.50666 -0.24828 -1.0 0.3 0.0
H -2.00238 -0.94993 -0.29738 0.0 -0.6 -0.1
H -1.60552 0.70370 -0.56132 0.6 -0.6 -0.1
H -2.46092 0.31421 1.80749 0.4 0.3 -0.7
H 0.58566 -0.09926 2.23335 -0.6 0.3 0.0
H -1.84362 0.72308 3.85790 0.5 0.0 -0.3
H -0.50179 -0.00107 4.45211 0.0 0.5 -0.4
H -0.44786 1.60701 3.96803 0.1 -0.5 -0.3
N 0.38887 0.50501 -2.80134 0.6 -0.7 0.8
C 1.66940 -0.21481 -3.08274 -0.3 -1.0 -0.3
N 2.27721 -1.03421 -1.99972 -0.2 1.2 -0.8
H -0.31953 -0.18000 -2.48701 0.6 0.4 -0.5
H 0.54256 1.08578 -1.97086 0.0 0.1 -0.4
H 1.45972 -0.96210 -3.87962 0.1 0.7 0.3
H 2.42048 0.49578 -3.47585 -0.5 -0.3 0.4
H 2.37265 -0.47160 -1.16966 0.2 0.1 0.3
H 1.68017 -1.80834 -1.78897 -0.3 -0.5 0.1
```
Positions in Å, forces in eV/Å.

The calculation puts the LUMO energy at -0.14426 Eh. As for the largest force on an atom: 2.56 eV/A. The highest occupied orbital energy is -11.613 eV. The total charge is +1. The total energy comes out at -8837.3828 eV. For the frontier orbital gap, the calculation gives 0.283 Eh.



# 2
Molecular formula: C3H9NO2S
Method: DFT, ωB97M-V/def2-TZVPD

```
16
Properties=species:S:1:pos:R:3:forces:R:3
N -1.07223 -2.21012 -0.62232 0.0 0.4 0.5
C -1.04074 -0.90562 -0.23811 -0.2 0.2 0.3
O -1.05257 0.00121 -1.04176 0.0 0.2 -0.2
C -0.95696 -0.64859 1.27119 0.3 -0.4 -0.7
C 0.21818 0.27906 1.53755 -0.2 0.9 0.0
S -0.30064 2.04966 1.50171 0.4 -0.3 0.1
H -0.89425 -2.89934 0.08272 0.0 -0.4 -0.3
H -0.99007 -2.39394 -1.60591 0.0 -0.3 0.0
H -0.81684 -1.60156 1.76598 0.0 -0.2 0.4
H -1.87409 -0.18299 1.61464 -0.2 -0.1 0.0
H 0.67093 0.13287 2.51807 -0.1 -0.1 -0.1
H 0.96754 0.17039 0.75787 0.2 -0.1 0.2
H -0.28076 2.12089 0.17016 -0.2 0.1 -0.1
O 2.43362 1.92749 -2.96714 -0.1 0.6 0.8
H 2.12198 2.72127 -2.48992 0.1 -0.5 -0.5
H 2.86692 1.43932 -2.25474 0.0 -0.1 -0.3
```
Positions in Å, forces in eV/Å.

The calculation puts the LUMO energy at 0.02306 Eh. Its SMILES is NC(=O)CCS.O. As for the largest force on an atom: 0.99 eV/A. The highest occupied orbital energy is -9.023 eV. The total energy comes out at -19677.6436 eV. For the frontier orbital gap, the calculation gives 0.355 Eh.



# 3
Molecular formula: C15H32BO4
Method: DFT, ωB97M-V/def2-TZVPD

```
52
Properties=species:S:1:pos:R:3:forces:R:3
C 2.05949 -0.34835 3.83942 0.2 0.0 0.3
C 3.08312 -1.33776 3.26593 -0.1 -0.5 -0.1
B 3.11682 -1.37127 1.65472 0.7 0.2 0.3
O 1.86835 -1.80024 1.04248 -0.3 0.4 0.1
C 4.33803 -0.97922 0.90176 -0.9 -1.2 -0.9
C 4.26690 -0.98759 -0.63805 0.3 0.1 0.2
C 4.13415 0.40286 -1.35655 0.5 -0.4 0.2
C 3.88084 1.60302 -0.45385 -0.4 0.4 -0.3
C 2.46406 1.70610 0.14930 0.2 0.4 -0.1
C 1.34012 1.04316 -0.64028 -0.4 0.0 0.2
C 0.02846 1.00910 0.16756 0.0 0.0 -0.3
C -0.92240 -0.09845 -0.29957 0.2 0.2 0.2
C -2.19958 -0.10276 0.52608 0.0 0.1 0.4
O -3.36381 -0.61452 -0.16109 0.2 0.1 -0.3
C -3.15937 -1.73345 -0.90624 -0.1 -0.1 -0.8
C -2.73887 -2.95907 -0.14599 0.2 -0.2 -0.1
O -3.34221 -1.71185 -2.10237 -0.1 0.0 0.9
H 1.03749 -0.71672 3.70970 0.0 0.1 -0.1
H 2.21232 -0.20635 4.91669 -0.1 0.0 0.0
H 2.14390 0.64507 3.38729 0.0 0.0 -0.1
H 4.08446 -1.10407 3.63853 0.0 0.1 0.0
H 2.82168 -2.33215 3.66187 0.0 0.0 0.0
H 1.35318 -1.03452 0.78655 -0.1 0.0 -0.1
H 5.19009 -1.59107 1.22475 0.4 0.9 0.5
H 3.46776 -1.64143 -1.02043 -0.1 0.1 0.1
H 5.19981 -1.42890 -1.01090 -0.1 0.0 -0.1
H 3.37376 0.33548 -2.13982 0.0 0.1 0.0
H 5.07876 0.59447 -1.88090 -0.1 0.1 0.0
H 4.60276 1.61635 0.36279 0.0 -0.2 0.0
H 4.05555 2.51211 -1.04704 0.0 -0.1 0.0
H 2.48398 1.33710 1.17703 0.0 -0.3 -0.1
H 2.20767 2.77272 0.22009 0.0 0.0 0.2
H 1.60314 0.03157 -0.95748 0.1 0.0 0.1
H 1.12967 1.60911 -1.55521 0.2 -0.1 -0.1
H 0.24891 0.89653 1.23444 0.0 0.0 0.0
H -0.48029 1.97148 0.03871 0.0 0.0 0.2
H -1.14732 0.05013 -1.35946 -0.1 -0.1 0.0
H -0.40380 -1.05224 -0.17163 -0.1 -0.1 -0.3
H -2.05271 -0.65032 1.46358 0.0 -0.1 -0.1
H -2.46468 0.91953 0.80118 -0.1 -0.1 -0.1
H -2.73196 -3.81666 -0.81560 0.0 0.1 0.0
H -3.40325 -3.15961 0.69378 0.0 0.2 0.0
H -1.72253 -2.81798 0.22962 -0.1 0.0 0.1
C -5.25528 1.69294 -1.58767 0.0 0.1 -0.1
C -6.52495 1.62681 -2.41277 0.1 -0.1 -0.1
O -6.27776 1.86299 -3.79749 -0.1 0.1 0.0
H -4.77935 2.66848 -1.70203 -0.1 0.0 0.0
H -5.46400 1.52460 -0.53030 0.0 0.0 0.0
H -4.54292 0.93436 -1.91403 0.0 -0.1 0.1
H -7.23606 2.39100 -2.09943 0.0 0.0 0.0
H -7.00356 0.64866 -2.29000 0.0 0.0 0.1
H -5.65853 1.19084 -4.09763 0.1 0.0 0.0
```
Positions in Å, forces in eV/Å.

The calculation puts the LUMO energy at 0.09401 Eh. As for the largest force on an atom: 1.76 eV/A. The highest occupied orbital energy is -2.337 eV. The total charge is -1. The total energy comes out at -24940.8829 eV. For the frontier orbital gap, the calculation gives 0.180 Eh.



# 4
Molecular formula: C28H33FIrN9O3P
Method: DFT, ωB97M-V/def2-TZVPD

```
76
Properties=species:S:1:pos:R:3:forces:R:3
Ir -2.71984 1.22384 -0.91276 0.0 -0.4 0.6
C -4.50057 0.11448 4.45993 0.0 0.0 0.0
N -3.94372 0.99860 3.41912 -0.1 0.0 -0.1
C -3.53969 2.25764 3.58301 0.0 0.1 0.1
C -3.04165 2.69788 2.30213 0.0 0.0 0.1
N -3.15461 1.70262 1.45075 0.0 0.1 0.3
C -3.73340 0.64530 2.10870 0.2 0.1 -0.3
P -4.09764 -0.99437 0.99766 -0.3 -0.2 0.3
C -3.90201 -1.78382 -0.85953 0.2 0.1 -0.2
N -3.42392 -0.92582 -1.83075 0.1 -0.2 -0.2
C -3.35421 -1.58218 -2.96055 -0.1 -0.1 0.0
C -3.78559 -2.93769 -2.72498 -0.1 -0.1 -0.1
N -4.10583 -3.01202 -1.42221 0.0 0.1 -0.1
C -4.59975 -4.21910 -0.72898 0.0 0.0 0.0
C -5.21125 0.18512 0.06756 -0.2 0.3 -0.1
N -4.81302 1.18813 -0.74001 0.2 -0.3 0.1
C -5.92849 1.77003 -1.26875 0.1 0.1 0.0
C -7.02199 1.11821 -0.77542 0.0 0.1 0.0
N -6.56210 0.13361 0.05412 0.0 -0.2 0.1
C -7.41014 -0.81437 0.79036 0.0 0.0 0.0
H -4.21971 0.49869 5.43598 0.0 0.0 0.0
H -5.58464 0.08622 4.38383 0.0 0.0 0.0
H -4.08386 -0.87934 4.32688 0.0 0.0 0.0
H -3.60397 2.78165 4.52828 0.0 0.0 -0.1
H -2.64699 3.67013 2.03893 0.0 0.0 0.1
H -3.04191 -1.13890 -3.89657 0.0 -0.1 0.0
H -3.85622 -3.78326 -3.39772 0.0 0.1 0.0
H -4.00736 -5.07608 -1.03637 0.0 0.0 0.0
H -4.49784 -4.07174 0.34177 0.0 0.0 0.0
H -5.64319 -4.39106 -0.98079 0.0 0.0 0.0
H -5.88899 2.60519 -1.94786 0.0 0.0 0.0
H -8.07242 1.29040 -0.94605 0.0 -0.1 0.0
H -8.43574 -0.69576 0.45537 0.0 0.0 0.0
H -7.09240 -1.83561 0.59409 0.0 0.0 0.0
H -7.36371 -0.62023 1.85890 0.0 0.0 0.0
C 3.72882 -2.78967 1.25802 -0.1 0.0 0.0
C 3.28906 -1.55505 2.02807 0.1 -0.1 0.0
N 2.26516 -0.77117 1.29175 0.0 0.0 -0.1
C 0.99109 -0.93057 1.61643 0.1 0.0 0.1
C -0.06757 -0.34717 0.94568 -0.2 0.1 -0.2
C -1.40420 -0.64922 1.50718 -0.1 -0.2 0.1
O -1.62886 -0.83091 2.67401 0.0 0.0 -0.1
O -2.39853 -0.77339 0.56759 0.3 0.4 -0.1
C 0.20143 0.51871 -0.15150 -0.1 -0.3 0.3
O -0.68063 1.15469 -0.82359 0.0 0.4 -0.6
C 1.58486 0.71988 -0.47135 -0.1 0.0 -0.1
C 1.95460 1.58358 -1.51742 -0.1 0.1 -0.1
C 3.25725 1.80462 -1.81451 -0.1 0.0 -0.1
F 3.53476 2.65120 -2.81372 -0.2 0.0 0.0
C 4.32847 1.20191 -1.09786 0.2 0.0 0.1
C 3.94866 0.30493 -0.09684 0.1 0.0 0.0
C 2.61122 0.07586 0.23637 0.0 0.0 0.1
N 5.64308 1.49753 -1.37808 0.0 -0.1 -0.1
C 6.04438 2.26149 -2.57814 0.1 0.0 0.1
C 7.55678 2.39278 -2.67206 -0.1 0.0 0.0
N 8.22330 1.06398 -2.44437 0.0 0.0 0.0
C 7.85693 0.45519 -1.10018 -0.1 0.0 0.1
C 6.73733 1.25224 -0.44439 -0.1 0.1 -0.2
H 4.50375 -3.30972 1.81982 0.0 0.0 0.0
H 4.12560 -2.53811 0.27401 0.0 0.0 0.0
H 2.89376 -3.47798 1.12427 0.0 0.0 0.0
H 4.12131 -0.89582 2.26155 0.0 0.1 0.0
H 2.84225 -1.83792 2.97767 0.0 0.0 0.0
H 0.79153 -1.56690 2.46993 0.0 0.0 0.0
H 1.19680 2.10431 -2.08623 0.0 0.0 0.0
H 4.70968 -0.24128 0.43196 0.0 0.0 0.0
H 5.64733 3.27525 -2.57437 0.1 0.0 0.0
H 5.66245 1.76806 -3.47203 0.0 0.0 0.0
H 7.96963 3.09232 -1.95111 0.0 0.0 0.1
H 7.82001 2.74455 -3.66690 0.1 0.0 0.0
H 9.23731 1.17022 -2.51490 0.0 0.0 0.0
H 7.95846 0.42903 -3.19903 0.0 0.0 0.0
H 8.74008 0.45875 -0.46576 0.1 0.0 -0.1
H 7.56170 -0.57570 -1.27727 0.0 0.0 -0.1
H 7.11773 2.20406 -0.06695 0.0 0.0 0.0
H 6.41160 0.69910 0.42619 -0.1 0.0 0.1
```
Positions in Å, forces in eV/Å.

The calculation puts the LUMO energy (alpha / beta) at -0.34325 / -0.46900 Eh. As for the largest force on an atom: 0.72 eV/A. The highest occupied orbital energy (alpha / beta) is -17.431 / -17.422 eV. The total charge is +4. The total energy comes out at -63929.1839 eV. For the frontier orbital gap (alpha / beta), the calculation gives 0.297 / 0.171 Eh. Its spin multiplicity is 6.



# 5
Molecular formula: C15H13ClNO5
Method: DFT, ωB97M-V/def2-TZVPD

```
35
Properties=species:S:1:pos:R:3:forces:R:3
C -0.02703 -4.53721 0.36954 -0.1 0.5 -0.4
C -0.18315 -3.62547 -0.62103 -0.1 -0.3 0.7
C -0.27262 -2.18936 -0.23588 -1.5 -0.3 -0.3
C 0.88474 -1.58036 0.23071 -0.2 0.3 0.3
C 0.89948 -0.24139 0.63964 -0.2 0.1 -0.2
C 2.18170 0.38931 1.12302 0.2 -0.8 -0.3
C 3.12512 0.82383 0.00539 0.5 0.3 0.1
C 4.38056 1.51058 0.57683 -0.7 -0.2 0.1
Cl 3.69192 -0.58688 -0.98195 -0.2 0.1 -0.1
C -0.30468 0.46446 0.58607 0.1 -0.1 -0.1
C -1.46479 -0.14972 0.10387 -0.1 -0.1 0.1
C -1.46768 -1.46977 -0.31245 0.5 0.6 0.0
C -2.73851 0.64671 0.06627 0.6 0.0 0.0
O -3.53553 0.50732 -0.81003 -0.9 -0.4 0.0
C -2.87001 1.63530 1.17336 0.3 -0.2 0.0
C -1.76357 2.22233 1.61949 -0.5 -0.1 0.3
C -0.44132 1.88635 1.03175 -0.2 -0.3 -0.1
O 0.44184 2.70504 0.92805 0.3 0.3 0.2
H 0.73785 -5.30484 0.37418 -1.0 -1.1 -0.7
H -0.68180 -4.43229 1.22950 1.1 0.7 0.8
H -0.29920 -3.91027 -1.66254 1.4 0.2 -0.3
H 1.79193 -2.16111 0.28339 0.1 -0.1 0.0
H 2.71861 -0.35249 1.72129 0.0 0.1 0.1
H 1.99285 1.26781 1.72789 -0.1 0.1 0.1
H 2.62053 1.49096 -0.68563 -0.2 -0.1 -0.1
H 4.16054 1.79389 1.60580 0.2 0.2 0.0
H 4.62667 2.40475 0.01270 0.2 0.0 -0.1
H 5.20809 0.81040 0.57446 0.2 0.1 0.1
H -2.39106 -1.89591 -0.67628 0.0 -0.1 -0.1
H -3.84782 1.82826 1.58886 -0.1 0.2 -0.2
H -1.82852 2.93466 2.43146 0.3 0.3 -0.1
N -3.83759 1.77743 -3.50357 0.0 0.0 0.0
O -2.64578 1.40045 -3.55550 0.0 0.0 0.0
O -4.71442 1.16919 -4.15170 0.0 0.0 0.0
O -4.14734 2.76805 -2.80696 0.0 0.0 0.0
```
Positions in Å, forces in eV/Å.

The calculation puts the LUMO energy at 0.05962 Eh. As for the largest force on an atom: 1.60 eV/A. The highest occupied orbital energy is -3.878 eV. The total charge is -1. The total energy comes out at -40011.6861 eV. For the frontier orbital gap, the calculation gives 0.202 Eh.



# 6
Molecular formula: C5H8N2
Method: DFT, ωB97M-V/def2-TZVPD

```
15
Properties=species:S:1:pos:R:3:forces:R:3
C 2.41830 -0.53388 0.34703 0.1 0.0 0.0
C 1.15829 -0.10465 0.25045 -0.1 0.0 -0.2
C 0.04235 -0.75513 -0.55636 -0.2 0.0 0.0
C -1.16422 0.10970 -0.25006 0.2 0.1 0.1
N -2.41849 -0.15338 -0.83110 0.0 0.0 0.1
C -0.76283 1.15200 0.48218 -0.1 -0.1 -0.1
N 0.60507 1.03624 0.81854 0.1 0.0 0.0
H 3.18176 0.01414 0.88934 -0.1 0.0 0.0
H 2.71594 -1.45734 -0.13540 0.0 0.1 0.0
H 0.27052 -0.68569 -1.62654 0.0 -0.1 0.1
H -0.08872 -1.81833 -0.32229 0.0 0.2 0.1
H -3.14597 0.45112 -0.46604 0.1 -0.1 -0.1
H -2.70909 -1.11667 -0.70403 0.1 0.1 0.0
H -1.32870 2.01116 0.82312 0.0 -0.2 0.0
H 1.16704 1.79519 1.15740 -0.1 0.0 0.0
```
Positions in Å, forces in eV/Å.

The calculation puts the LUMO energy at 0.03845 Eh. Its SMILES is C=C1CC(N)=CN1. As for the largest force on an atom: 0.25 eV/A. The highest occupied orbital energy is -6.828 eV. The total energy comes out at -8293.8872 eV. For the frontier orbital gap, the calculation gives 0.289 Eh.



Which value of largest force on an atom does entry 1 give?
2.56 eV/A



Look up the largest force on an atom of the sixth one.
0.25 eV/A



Which formula does entry 5 have?
C15H13ClNO5